[1]
{"formula": "C23H60F3IO27P6S", "method": "ωB97M-V/def2-TZVPD", "species": ["O", "S", "O", "O", "C", "C", "C", "F", "F", "F", "C", "C", "I", "H", "H", "H", "H", "H", "H", "C", "O", "P", "O", "O", "C", "O", "C", "H", "H", "H", "H", "H", "H", "H", "H", "H", "C", "O", "P", "O", "O", "C", "O", "C", "H", "H", "H", "H", "H", "H", "H", "H", "H", "C", "O", "P", "O", "O", "C", "O", "C", "H", "H", "H", "H", "H", "H", "H", "H", "H", "C", "O", "P", "O", "O", "C", "O", "C", "H", "H", "H", "H", "H", "H", "H", "H", "H", "C", "O", "P", "O", "O", "C", "O", "C", "H", "H", "H", "H", "H", "H", "H", "H", "H", "C", "O", "P", "O", "O", "C", "O", "C", "H", "H", "H", "H", "H", "H", "H", "H", "H"], "positions_angstrom": [[1.82, -0.60, 5.04], [0.70, -0.16, 5.79], [0.83, -0.14, 7.22], [-0.46, -1.12, 5.31], [-1.82, -0.77, 5.60], [-2.13, 0.70, 5.30], [-3.55, 0.93, 4.78], [-3.58, 1.25, 3.48], [-4.12, 1.95, 5.44], [-4.34, -0.14, 4.95], [-1.08, 1.32, 4.38], [0.20, 1.50, 5.19], [1.73, 2.32, 4.00], [-2.43, -1.43, 5.00], [-2.05, -0.98, 6.64], [-2.06, 1.25, 6.24], [-1.42, 2.30, 4.06], [-0.87, 0.70, 3.52], [-0.01, 2.11, 6.06], [5.99, 8.04, 4.09], [6.68, 7.22, 5.05], [6.17, 5.75, 5.31], [5.08, 5.31, 4.43], [5.83, 5.71, 6.86], [4.77, 6.54, 7.33], [7.50, 4.92, 5.25], [7.41, 3.48, 5.31], [6.44, 9.03, 4.16], [6.13, 7.65, 3.09], [4.93, 8.10, 4.32], [3.91, 6.49, 6.66], [5.12, 7.57, 7.41], [4.48, 6.17, 8.31], [7.52, 3.08, 4.31], [6.47, 3.16, 5.73], [8.23, 3.13, 5.94], [-4.55, -3.81, -0.28], [-4.01, -4.07, 1.02], [-2.45, -4.06, 1.21], [-1.68, -3.65, 0.03], [-2.10, -5.51, 1.76], [-2.35, -6.62, 0.90], [-2.28, -3.18, 2.49], [-0.95, -2.83, 2.89], [-5.62, -3.98, -0.22], [-4.36, -2.78, -0.57], [-4.12, -4.48, -1.02], [-2.01, -6.41, -0.12], [-3.41, -6.86, 0.89], [-1.79, -7.47, 1.29], [-0.74, -1.81, 2.58], [-0.21, -3.50, 2.46], [-0.89, -2.91, 3.97], [-0.52, 3.21, -2.78], [0.17, 3.16, -1.51], [1.74, 3.31, -1.49], [2.37, 3.68, -2.76], [2.25, 1.94, -0.85], [1.99, 0.75, -1.60], [1.95, 4.32, -0.30], [3.29, 4.81, -0.06], [-1.56, 2.97, -2.59], [-0.44, 4.20, -3.22], [-0.11, 2.47, -3.47], [2.20, 0.90, -2.66], [0.96, 0.45, -1.46], [2.65, -0.03, -1.22], [3.39, 5.81, -0.48], [4.03, 4.15, -0.51], [3.45, 4.84, 1.01], [-5.61, 1.85, -4.37], [-5.15, 0.88, -5.34], [-3.69, 1.03, -5.93], [-2.87, 2.08, -5.32], [-3.91, 1.17, -7.49], [-4.60, 2.33, -7.97], [-3.15, -0.44, -5.80], [-1.77, -0.69, -6.12], [-6.66, 1.63, -4.20], [-5.05, 1.76, -3.44], [-5.51, 2.86, -4.76], [-4.25, 3.23, -7.46], [-5.67, 2.20, -7.82], [-4.39, 2.41, -9.03], [-1.20, -0.77, -5.20], [-1.35, 0.10, -6.74], [-1.73, -1.64, -6.66], [-5.25, -3.34, -4.29], [-5.71, -4.19, -3.23], [-6.91, -5.19, -3.50], [-7.38, -5.25, -4.88], [-8.02, -4.78, -2.43], [-8.60, -3.48, -2.56], [-6.36, -6.53, -2.88], [-7.13, -7.73, -3.05], [-4.52, -2.67, -3.86], [-4.79, -3.92, -5.08], [-6.08, -2.76, -4.70], [-8.84, -3.26, -3.60], [-7.92, -2.72, -2.17], [-9.52, -3.48, -1.97], [-6.70, -8.32, -3.85], [-8.17, -7.50, -3.29], [-7.09, -8.28, -2.11], [8.26, -3.41, -2.71], [7.09, -2.74, -2.23], [7.24, -1.29, -1.61], [8.58, -0.71, -1.71], [6.67, -1.43, -0.14], [7.38, -2.27, 0.78], [6.07, -0.52, -2.33], [5.96, 0.90, -2.12], [7.95, -4.42, -2.98], [8.66, -2.91, -3.59], [9.03, -3.46, -1.94], [8.45, -2.11, 0.70], [7.14, -3.32, 0.57], [7.04, -2.01, 1.78], [6.37, 1.42, -2.98], [6.50, 1.22, -1.22], [4.91, 1.14, -2.00]], "lowdin_charge": [-0.329, 0.544, -0.252, -0.249, -0.124, -0.177, -0.577, 0.151, 0.140, 0.148, -0.244, -0.793, 1.002, 0.128, 0.142, 0.156, 0.123, 0.119, 0.074, -0.086, -0.208, 0.320, -0.237, -0.210, -0.089, -0.201, -0.078, 0.088, 0.089, 0.084, 0.087, 0.089, 0.088, 0.091, 0.086, 0.089, -0.092, -0.201, 0.314, -0.223, -0.209, -0.088, -0.199, -0.075, 0.088, 0.091, 0.081, 0.088, 0.088, 0.087, 0.094, 0.095, 0.076, -0.078, -0.212, 0.321, -0.226, -0.223, -0.094, -0.207, -0.079, 0.082, 0.091, 0.082, 0.088, 0.090, 0.088, 0.091, 0.082, 0.087, -0.085, -0.214, 0.328, -0.228, -0.209, -0.086, -0.212, -0.075, 0.087, 0.089, 0.085, 0.088, 0.089, 0.089, 0.090, 0.087, 0.089, -0.072, -0.228, 0.322, -0.219, -0.217, -0.090, -0.207, -0.081, 0.087, 0.093, 0.087, 0.089, 0.087, 0.088, 0.091, 0.086, 0.088, -0.088, -0.210, 0.321, -0.225, -0.213, -0.090, -0.202, -0.069, 0.087, 0.089, 0.084, 0.088, 0.088, 0.088, 0.095, 0.089, 0.072], "energy_ha": -5988.0104}

=====

[2]
{"formula": "C2H5BrO2S", "method": "ωB97M-V/def2-TZVPD", "species": ["C", "C", "O", "O", "H", "H", "H", "H", "S", "Br", "H"], "positions_angstrom": [[2.25, -0.38, -0.55], [0.98, -0.31, -0.20], [0.54, -0.58, 1.07], [-0.07, -0.09, -0.98], [3.00, -0.85, 0.14], [2.51, -0.20, -1.51], [-0.43, -0.52, 1.32], [0.24, 0.18, -1.87], [-2.60, 0.22, 0.94], [-2.47, 2.21, 0.19], [-3.95, 0.31, 1.45]], "nbo_charge": [-0.647, 0.621, -0.722, -0.687, 0.230, 0.196, 0.506, 0.492, -0.132, -0.028, 0.172], "relative_energy_kj_mol": 64.77, "energy_ha": -3201.8316, "smiles": "C=C(O)O.SBr"}

=====

[3]
{"formula": "C4H8O", "method": "ωB97M-V/def2-TZVPD", "species": ["C", "C", "C", "C", "O", "H", "H", "H", "H", "H", "H", "H", "H"], "positions_angstrom": [[1.45, 0.10, -0.33], [-0.01, -0.05, -0.09], [-0.91, 1.09, -0.33], [-0.57, -1.22, 0.60], [-1.49, -0.82, 1.45], [1.67, 0.77, -1.16], [1.90, 0.53, 0.57], [1.92, -0.88, -0.48], [-0.86, -1.93, -0.25], [-1.95, 0.75, -0.26], [-0.66, 1.61, -1.26], [-0.79, 1.82, 0.49], [0.31, -1.77, 1.04]], "nbo_charge": [-0.728, 0.476, -0.730, -0.148, -0.754, 0.235, 0.271, 0.241, 0.176, 0.275, 0.225, 0.276, 0.187], "relative_energy_kj_mol": 345.22, "energy_ha": -232.3141}